1.
# C6H10

A single C6H10 molecule (ωB97M-V/def2-TZVPD, the OMol25 dataset).

## Properties
SMILES string = C1C[C@@H]2C[C@@H]2C1
Kohn-Sham gap = 10.974 eV
Energy above the lowest of the compared OMol25 structures with the same formula, charge and spin = 56.3 kJ/mol
E_LUMO = 1.22 eV

```
! wB97M-V def2-TZVPD RIJCOSX def2/J DEFGRID3
* xyz 0 1
C -0.713 0.932 0.836
C -0.741 0.970 -0.692
C -0.026 -0.288 -1.146
C 0.024 -1.641 -0.467
C 1.008 -0.579 -0.090
C 0.624 0.219 1.161
H -1.577 0.386 1.233
H -0.755 1.940 1.263
H -0.060 1.773 -1.016
H -1.729 1.166 -1.122
H 0.234 -0.323 -2.201
H -0.661 -2.005 0.296
H 0.388 -2.428 -1.127
H 2.058 -0.654 -0.353
H 0.528 -0.427 2.041
H 1.399 0.959 1.383
*
```

These are the Löwdin partial charges, in e, on atoms 1 to 8: number 1, C, carries -0.190; number 2, C, carries -0.172; number 3, C, carries -0.245; number 4, C, carries -0.079; number 5, C, carries -0.260; number 6, C, carries -0.158; number 7, H, carries 0.106; number 8, H, carries 0.103

=====

2.
# C6H10

A molecular structure, C6H10 at a distorted geometry (ωB97M-V/def2-TZVPD, the OMol25 dataset).

## Properties
Kohn-Sham gap = 9.135 eV
Energy above the lowest of the compared OMol25 structures with the same formula, charge and spin = 520.9 kJ/mol
E_LUMO = 0.61 eV

```
! wB97M-V def2-TZVPD RIJCOSX def2/J DEFGRID3
* xyz 0 1
C 0.845 0.799 1.385
C 1.586 0.167 0.414
C 1.122 0.190 -0.988
H 2.247 -0.648 0.682
H 1.153 0.697 2.418
H 0.567 1.836 1.207
H -0.627 0.407 0.939
H 1.909 -0.067 -1.696
H 0.682 1.152 -1.255
C -1.834 0.257 0.270
C 0.037 -0.867 -1.080
C -0.291 -2.006 -1.346
H -2.461 -0.520 0.689
H -2.126 1.222 0.681
H -2.070 0.328 -0.786
H -0.738 -2.946 -1.533
*
```

These are the Löwdin partial charges, in e, on atoms 1 to 8: number 1, C, carries -0.080; number 2, C, carries -0.165; number 3, C, carries -0.207; number 4, H, carries 0.107; number 5, H, carries 0.067; number 6, H, carries 0.081; number 7, H, carries 0.084; number 8, H, carries 0.115

=====

3.
# C6H10

A single C6H10 molecule (ωB97M-V/def2-TZVPD, the OMol25 dataset).

## Properties
Kohn-Sham gap = 8.985 eV
Energy above the lowest of the compared OMol25 structures with the same formula, charge and spin = 371.7 kJ/mol
E_LUMO = 0.92 eV

```
! wB97M-V def2-TZVPD RIJCOSX def2/J DEFGRID3
* xyz 0 1
C -0.199 1.779 0.053
C -1.259 1.310 1.093
C -0.306 0.491 -0.667
C 0.554 -0.519 -0.083
C 0.200 -1.981 -0.300
C 1.170 -1.351 -1.216
H 0.762 2.006 0.537
H -0.542 2.649 -0.514
H -0.781 1.029 2.034
H -2.042 2.051 1.251
H -1.769 0.415 0.694
H 1.213 -0.309 0.769
H 0.579 -2.672 0.448
H -0.801 -2.190 -0.665
H 2.227 -1.569 -1.115
H 0.829 -1.083 -2.209
*
```

These are the Löwdin partial charges, in e, on atoms 1 to 8: number 1, C, carries -0.279; number 2, C, carries -0.102; number 3, C, carries 0.003; number 4, C, carries -0.360; number 5, C, carries -0.122; number 6, C, carries -0.116; number 7, H, carries 0.103; number 8, H, carries 0.093

=====

4.
# C6H10

A single C6H10 molecule at a distorted geometry (ωB97M-V/def2-TZVPD, the OMol25 dataset).

## Properties
SMILES string = C1C[C@@H]2C[C@@H]2C1
Kohn-Sham gap = 10.937 eV
Energy above the lowest of the compared OMol25 structures with the same formula, charge and spin = 129.0 kJ/mol
E_LUMO = 1.21 eV

```
! wB97M-V def2-TZVPD RIJCOSX def2/J DEFGRID3
* xyz 0 1
C 1.252 -0.245 0.576
C 0.908 0.935 -0.326
C -0.586 0.937 -0.584
C -1.491 0.523 0.554
C -0.995 -0.495 -0.458
C 0.353 -1.326 -0.049
H 1.026 -0.088 1.630
H 2.325 -0.481 0.511
H 1.224 0.359 -1.295
H 1.337 1.909 -0.014
H -0.954 1.579 -1.385
H -1.062 0.536 1.552
H -2.551 0.796 0.544
H -1.754 -0.925 -1.121
H -0.001 -2.093 0.631
H 0.968 -1.924 -0.766
*
```

These are the Löwdin partial charges, in e, on atoms 1 to 8: number 1, C, carries -0.234; number 2, C, carries -0.176; number 3, C, carries -0.285; number 4, C, carries -0.082; number 5, C, carries -0.205; number 6, C, carries -0.140; number 7, H, carries 0.096; number 8, H, carries 0.109

=====

5.
# C6H10

A single C6H10 molecule at a distorted geometry (ωB97M-V/def2-TZVPD, the OMol25 dataset).

## Properties
SMILES string = C=CCC(=C)C
Kohn-Sham gap = 10.385 eV
Energy above the lowest of the compared OMol25 structures with the same formula, charge and spin = 138.6 kJ/mol
E_LUMO = 1.09 eV

```
! wB97M-V def2-TZVPD RIJCOSX def2/J DEFGRID3
* xyz 0 1
C -2.211 -1.321 0.440
C -1.384 -0.288 0.466
C -0.357 -0.238 -0.622
C 0.841 0.563 -0.260
C 0.849 1.878 -0.450
C 1.895 -0.241 0.434
H -1.871 -2.238 -0.032
H -3.254 -1.203 0.672
H -1.613 0.649 0.978
H -0.921 0.228 -1.439
H -0.109 -1.254 -0.958
H 1.675 2.497 -0.123
H 0.005 2.373 -0.930
H 2.584 0.383 1.005
H 2.458 -0.833 -0.298
H 1.412 -0.955 1.116
*
```

These are the Löwdin partial charges, in e, on atoms 1 to 8: number 1, C, carries -0.012; number 2, C, carries -0.177; number 3, C, carries -0.221; number 4, C, carries -0.402; number 5, C, carries 0.039; number 6, C, carries -0.062; number 7, H, carries 0.059; number 8, H, carries 0.050

=====

6.
# C6H10

A molecular structure, C6H10 at a distorted geometry (ωB97M-V/def2-TZVPD, the OMol25 dataset).

## Properties
Kohn-Sham gap = 8.186 eV
Energy above the lowest of the compared OMol25 structures with the same formula, charge and spin = 434.9 kJ/mol
E_LUMO = 0.95 eV

```
! wB97M-V def2-TZVPD RIJCOSX def2/J DEFGRID3
* xyz 0 1
C -1.348 0.545 0.941
C -1.656 -0.150 -0.307
C -0.225 -0.164 -0.563
C 0.826 -1.241 -0.383
C 1.516 -0.097 0.411
C 0.863 0.880 -0.617
H -2.008 0.268 1.774
H -1.175 1.622 0.919
H -2.336 0.467 -0.865
H -1.945 -1.181 -0.072
H 1.419 -1.446 -1.301
H 0.546 -2.203 0.053
H 2.583 -0.098 0.606
H 0.910 0.010 1.312
H 1.447 0.890 -1.554
H 0.585 1.898 -0.353
*
```

These are the Löwdin partial charges, in e, on atoms 1 to 8: number 1, C, carries -0.077; number 2, C, carries -0.265; number 3, C, carries -0.207; number 4, C, carries -0.115; number 5, C, carries -0.174; number 6, C, carries -0.130; number 7, H, carries 0.068; number 8, H, carries 0.059

=====

7.
# C6H10

2 unconnected molecules or ions with the total composition C6H10 at a distorted geometry (ωB97M-V/def2-TZVPD, the OMol25 dataset).

## Properties
Kohn-Sham gap = 9.871 eV
Energy above the lowest of the compared OMol25 structures with the same formula, charge and spin = 574.6 kJ/mol
E_LUMO = 0.40 eV

```
! wB97M-V def2-TZVPD RIJCOSX def2/J DEFGRID3
* xyz 0 1
C -2.044 1.612 -0.107
C -2.445 0.389 -0.148
C 0.451 1.230 0.218
C 1.312 0.549 -0.472
C -2.414 -1.080 0.183
C 2.727 0.053 0.019
H -3.505 0.539 -0.581
H -0.468 1.718 -0.226
H 0.417 1.261 1.285
H 1.192 0.512 -1.540
H -1.400 -1.217 0.685
H -2.288 -1.536 -0.788
H -3.217 -1.492 0.870
H 3.274 0.440 -0.862
H 2.751 -0.943 0.100
H 2.912 0.686 0.815
*
```

These are the Löwdin partial charges, in e, on atoms 1 to 8: number 1, C, carries 0.105; number 2, C, carries -0.342; number 3, C, carries -0.056; number 4, C, carries -0.195; number 5, C, carries -0.108; number 6, C, carries -0.049; number 7, H, carries 0.132; number 8, H, carries -0.039

=====

8.
# C6H10

2 unconnected molecules or ions with the total composition C6H10 at a distorted geometry (ωB97M-V/def2-TZVPD, the OMol25 dataset).

## Properties
Kohn-Sham gap (alpha / beta) = 7.839 / 5.558 eV
Energy above the lowest of the compared OMol25 structures with the same formula, charge and spin = 585.5 kJ/mol
E_LUMO (alpha / beta) = 0.34 / -1.07 eV

```
! wB97M-V def2-TZVPD RIJCOSX def2/J DEFGRID3
* xyz 0 1
C 0.428 -0.789 -1.476
C -0.181 0.292 -0.671
C -1.645 0.317 -0.458
C 1.354 1.118 1.478
C 0.712 -0.085 1.527
C 0.064 -1.172 1.429
H 0.054 -0.625 -2.503
H 0.109 -1.768 -1.121
H 1.517 -0.721 -1.501
H 0.311 1.257 -0.716
H -1.952 1.127 0.204
H -2.074 0.512 -1.457
H -2.002 -0.643 -0.086
H 2.414 1.166 1.237
H 0.926 1.991 1.967
H -0.034 -1.979 2.146
*
```

These are the Löwdin partial charges, in e, on atoms 1 to 8: number 1, C, carries -0.106; number 2, C, carries -0.239; number 3, C, carries -0.106; number 4, C, carries -0.011; number 5, C, carries -0.278; number 6, C, carries 0.002; number 7, H, carries 0.096; number 8, H, carries 0.073